Computed, not measured: a structure of composition C27H49F2NO2RuSi2 in a non-equilibrium geometry, with wB97M-V/def2-TZVPD.

The value obtained for the HOMO energy (alpha / beta) is -8.8 / -11.8 eV. For the energy above the lowest of the compared OMol25 structures with the same formula, charge and spin, the calculation gives 47.4 kcal/mol. Its total energy is -58138.306 eV. The expectation value of S² is 8.789. As for the charge: +1. The largest force on an atom comes out at 3.846 eV Å⁻¹. Its multiplicity is 6. For the HOMO-LUMO gap (alpha / beta), the calculation gives 5.2 / 4.6 eV.

Each line ends with the Mulliken spin population.
Element x y z (Å)
1 O -1.208 -2.784 -3.539  -0.001
2 O -2.219 -0.525 -4.364  0.007
3 C 0.205 -2.993 -3.461  0.004
4 C 0.610 -4.383 -2.996  0.000
5 H 0.639 -2.225 -2.804  0.010
6 H 0.564 -2.805 -4.480  0.000
7 H 0.503 -4.484 -1.912  0.000
8 H 1.666 -4.529 -3.240  0.000
9 H 0.029 -5.163 -3.499  0.000
10 C -1.888 -2.897 -2.278  0.000
11 C -3.292 -3.378 -2.530  0.000
12 H -1.884 -1.904 -1.801  0.004
13 H -1.358 -3.597 -1.612  -0.001
14 H -3.833 -2.672 -3.165  0.000
15 H -3.823 -3.475 -1.576  0.000
16 H -3.282 -4.363 -3.011  0.000
17 C -3.318 0.406 -4.231  0.004
18 C -2.141 -1.120 -5.681  -0.001
19 C -4.244 -0.018 -3.121  0.002
20 H -3.876 0.463 -5.180  -0.001
21 H -2.885 1.395 -4.028  -0.009
22 H -4.877 -0.853 -3.442  0.000
23 H -4.909 0.815 -2.875  0.001
24 H -3.699 -0.307 -2.216  -0.001
25 C -3.170 -2.195 -5.879  0.000
26 H -1.125 -1.517 -5.765  0.001
27 H -2.265 -0.330 -6.440  0.000
28 H -2.986 -3.021 -5.185  0.000
29 H -3.086 -2.578 -6.901  0.000
30 H -4.188 -1.812 -5.744  0.000
31 H -0.904 -0.479 -3.218  0.028
32 Ru 0.548 1.221 -1.114  3.272
33 C -0.333 0.650 -2.776  -0.168
34 Si 0.709 1.367 -4.257  0.026
35 H -1.237 1.298 -2.745  0.193
36 H 1.252 2.312 -2.115  -0.038
37 C 1.590 -0.106 -4.999  0.024
38 C 2.049 2.693 -4.050  -0.008
39 C -0.478 2.158 -5.478  0.028
40 C 2.391 0.381 -1.206  0.091
41 Si 3.677 1.222 -0.068  0.030
42 H 2.755 0.375 -2.252  0.008
43 H 2.288 -0.687 -0.923  0.002
44 C 3.943 3.001 -0.607  0.009
45 C 5.289 0.267 -0.230  0.012
46 C 3.098 1.205 1.716  0.045
47 H 0.067 2.922 -6.049  0.005
48 H -1.313 2.652 -4.967  0.000
49 H -0.886 1.430 -6.190  -0.005
50 H 2.182 -0.640 -4.245  -0.003
51 H 2.271 0.252 -5.784  0.004
52 H 0.890 -0.816 -5.452  -0.007
53 H 2.923 2.349 -3.484  0.003
54 H 1.674 3.621 -3.600  0.001
55 H 2.391 2.943 -5.066  -0.004
56 H 5.449 -0.052 -1.269  0.000
57 H 5.276 -0.629 0.406  0.000
58 H 6.141 0.890 0.073  0.000
59 H 2.538 0.288 1.947  -0.002
60 H 2.448 2.062 1.937  -0.012
61 H 3.967 1.255 2.390  -0.001
62 H 4.615 3.499 0.107  0.000
63 H 3.000 3.563 -0.633  0.000
64 H 4.406 3.056 -1.602  0.001
65 F -0.185 6.425 0.390  0.043
66 C -0.316 5.097 0.738  0.238
67 C -0.002 4.133 -0.220  -0.011
68 C -0.108 2.803 0.160  0.310
69 C -0.535 2.403 1.436  -0.132
70 C -0.821 3.447 2.343  0.191
71 F -1.194 3.149 3.639  0.010
72 C -0.734 4.791 2.028  0.109
73 C -0.574 0.966 1.730  0.230
74 C -0.860 0.384 2.967  0.106
75 C -0.762 -0.988 3.135  0.022
76 C -0.399 -1.777 2.042  0.130
77 C -0.147 -1.163 0.818  0.073
78 N -0.231 0.174 0.678  0.076
79 H 0.326 4.387 -1.227  0.017
80 H -0.974 5.562 2.753  0.007
81 H -1.135 1.048 3.776  0.010
82 H -0.960 -1.437 4.105  0.005
83 H -0.301 -2.859 2.114  0.002
84 H 0.138 -1.726 -0.079  0.014

=====

Computed, not measured: a structure of composition C27H49NP2Pt in a non-equilibrium geometry, with wB97M-V/def2-TZVPD.

The value obtained for the HOMO energy (alpha / beta) is -12.1 / -12.0 eV. For the energy above the lowest of the compared OMol25 structures with the same formula, charge and spin, the calculation gives 0.0 kcal/mol. Its total energy is -52087.021 eV. The expectation value of S² is 6.018. As for the charge: +2. The largest force on an atom comes out at 2.791 eV Å⁻¹. Its multiplicity is 5. For the HOMO-LUMO gap (alpha / beta), the calculation gives 7.0 / 5.1 eV.

Each line ends with the Mulliken spin population.
Element x y z (Å)
1 P 0.324 -2.697 -3.777  0.133
2 P 0.292 1.318 -3.404  0.013
3 C -0.047 -1.296 -4.877  0.010
4 C 0.716 0.030 -4.655  -0.003
5 H -1.138 -1.153 -4.934  -0.005
6 H 0.252 -1.685 -5.865  -0.004
7 H 1.791 -0.182 -4.537  0.001
8 H 0.634 0.588 -5.603  0.000
9 C -0.925 2.369 -4.249  0.004
10 H -1.203 3.202 -3.589  0.010
11 H -1.838 1.815 -4.497  -0.003
12 H -0.470 2.754 -5.178  0.001
13 C 1.778 2.352 -3.352  0.003
14 H 1.839 2.927 -4.282  0.000
15 H 2.681 1.735 -3.241  0.000
16 H 1.735 3.051 -2.506  0.001
17 C -0.667 -4.141 -4.235  0.020
18 H -0.632 -4.901 -3.441  0.000
19 H -0.261 -4.587 -5.152  0.005
20 H -1.711 -3.865 -4.417  -0.003
21 C 1.985 -3.321 -4.154  0.063
22 H 2.711 -2.510 -4.270  0.001
23 H 1.943 -3.888 -5.101  0.004
24 H 2.320 -4.000 -3.360  -0.003
25 Pt 0.327 -1.474 2.488  1.147
26 C -0.247 1.233 -1.701  0.193
27 C -1.649 0.882 -1.484  0.377
28 C -2.382 0.040 -2.409  0.185
29 C -2.321 -1.460 -2.016  0.040
30 C -1.120 -2.298 -2.230  0.624
31 C 0.335 -2.109 -2.118  0.014
32 C 1.247 -0.909 -1.704  0.008
33 C 0.667 0.236 -0.887  0.200
34 C 0.484 -3.376 2.694  0.075
35 H -0.073 2.253 -1.317  0.042
36 H -2.158 1.279 -0.609  0.026
37 H -2.078 0.159 -3.464  -0.027
38 H -3.444 0.340 -2.375  0.020
39 H -2.619 -1.531 -0.950  0.067
40 H -3.141 -1.948 -2.569  0.032
41 H -1.400 -3.338 -2.013  -0.002
42 H 0.748 -2.970 -1.553  0.028
43 H 1.819 -0.521 -2.567  0.010
44 H 2.041 -1.372 -1.098  -0.003
45 H 0.134 -0.169 -0.005  -0.039
46 H 1.506 0.810 -0.459  -0.020
47 H 1.494 -3.632 3.053  0.002
48 H 0.267 -3.811 1.701  0.021
49 H -0.274 -3.667 3.439  0.007
50 C 2.971 0.540 6.190  0.004
51 C 2.173 1.284 5.160  0.027
52 C 2.099 2.682 5.153  0.052
53 C 1.296 3.378 4.241  -0.014
54 C 1.308 4.879 4.220  0.001
55 C 0.476 2.665 3.372  0.038
56 C 0.523 1.247 3.371  -0.013
57 C 1.456 0.591 4.181  0.042
58 N -0.332 0.460 2.594  0.463
59 C -1.789 0.336 2.934  -0.006
60 C -1.900 -0.314 4.312  0.036
61 C -2.482 1.684 2.897  0.042
62 C -2.343 -0.636 1.913  0.062
63 H 3.998 0.914 6.260  -0.001
64 H 2.518 0.628 7.188  -0.001
65 H 3.006 -0.525 5.934  0.000
66 H 2.693 3.252 5.874  0.002
67 H 0.712 5.296 5.042  -0.001
68 H 2.329 5.263 4.333  -0.001
69 H 0.897 5.260 3.279  0.000
70 H -0.189 3.176 2.674  -0.010
71 H 1.536 -0.518 4.082  0.003
72 H -1.552 0.372 5.095  0.000
73 H -2.942 -0.587 4.508  0.003
74 H -1.289 -1.233 4.362  0.004
75 H -2.353 2.155 1.914  -0.010
76 H -3.555 1.517 3.068  -0.003
77 H -2.098 2.349 3.681  0.003
78 H -3.382 -0.870 2.166  0.000
79 H -2.294 -0.218 0.902  -0.010
80 H -1.760 -1.592 1.928  0.015